# 1
C30H49N5O3S2Ti as an isolated structure. Source: OMol25; level of theory: ωB97M-V/def2-TZVPD.

* HOMO level (alpha / beta): 0.75 / -1.51 eV
* orbital gap (alpha / beta): 3.31 / 5.56 eV
* net charge: -2
* 2S+1: 3

Each line ends with the Mulliken charge.
Atoms and positions in Å:
Ti (0.501, -0.671, -0.046)  -0.4047
S (3.673, -4.100, 1.167)  -0.5743
S (-1.140, -0.931, 1.812)  -0.3074
O (-3.022, 1.964, -1.874)  -0.1526
O (-0.777, 2.666, 0.775)  0.3102
O (0.060, 2.056, -1.886)  0.5789
N (-0.240, -1.453, -1.347)  0.5413
N (2.271, 0.400, -0.371)  1.5255
N (-3.272, 0.032, 0.353)  -0.4079
N (1.604, -2.260, 0.714)  -0.7854
N (-3.578, -2.096, 1.225)  0.0839
C (-0.855, 2.385, -2.910)  -1.2134
C (3.960, 1.649, 0.986)  -0.6135
C (3.489, 2.068, 3.317)  -0.9277
C (-3.763, -3.027, 2.208)  0.6228
C (-4.242, -4.976, 4.186)  -0.5041
C (0.114, -3.767, -1.985)  -1.8210
C (-3.220, -2.889, 3.496)  -0.3337
C (4.321, 2.190, 2.219)  0.5480
C (3.154, 0.352, -1.550)  1.3923
C (1.334, 1.238, 4.343)  -1.7691
C (-0.662, -2.474, -2.265)  1.3391
C (-0.464, 3.682, -0.137)  -0.8149
C (1.925, 0.864, 1.951)  0.9731
C (0.539, 3.162, -1.145)  -0.3906
C (4.470, -0.412, -1.268)  -1.7486
C (2.433, -0.436, -2.641)  -2.0463
C (5.639, 2.916, 2.336)  -1.6946
C (-3.868, 2.951, -2.404)  -0.9325
C (-2.065, 1.480, -2.809)  0.7766
C (-3.463, -3.856, 4.456)  -0.6392
C (-0.430, -2.052, -3.723)  -1.4305
C (-2.162, -2.754, -2.076)  -1.1960
C (-2.795, -0.933, 1.261)  -0.3927
C (-4.540, -4.167, 1.935)  -0.4737
C (-1.752, 3.084, 1.699)  -1.0083
C (3.427, 1.744, -2.155)  -1.5360
C (2.463, -3.027, 0.904)  0.4962
C (-4.777, -5.118, 2.910)  -0.4427
C (2.742, 0.957, 0.788)  0.8530
C (2.272, 1.389, 3.173)  0.3502
H (-0.360, 2.261, -3.882)  0.2526
H (-3.337, -0.321, -0.605)  0.3070
H (2.285, -1.471, -2.330)  0.2538
H (-1.946, 2.247, 2.364)  0.2166
H (-3.326, 3.868, -2.675)  0.3071
H (-1.396, 3.945, 2.282)  0.2906
H (3.777, 2.487, 4.277)  0.2112
H (-3.025, -3.731, 5.440)  0.3260
H (-1.380, 4.039, -0.633)  0.2328
H (3.813, 2.467, -1.439)  0.2232
H (0.999, 2.216, 4.703)  0.3386
H (4.280, -1.227, -0.567)  0.1988
H (-1.174, 3.433, -2.843)  0.4786
H (-4.390, 2.587, -3.298)  0.3045
H (-0.018, 4.540, 0.392)  0.5085
H (-2.543, 1.359, -3.792)  0.3986
H (-2.596, -2.035, 3.714)  0.4163
H (0.818, 3.983, -1.821)  0.4219
H (-0.859, -2.790, -4.412)  0.4855
H (-2.339, -3.033, -1.039)  0.0888
H (-4.600, 3.197, -1.635)  0.2746
H (5.671, 3.784, 1.672)  0.3054
H (-0.066, -4.091, -0.959)  0.2955
H (-4.414, -5.729, 4.946)  0.3410
H (0.454, 0.658, 4.065)  0.1521
H (0.635, -1.961, -3.938)  0.2803
H (-2.509, -3.564, -2.730)  0.4684
H (5.266, 0.209, -0.861)  0.4263
H (3.031, -0.424, -3.559)  0.6808
H (1.455, 0.000, -2.840)  0.0320
H (6.473, 2.265, 2.060)  0.3154
H (-4.154, -2.212, 0.403)  0.3220
H (5.806, 3.266, 3.356)  0.3587
H (-2.639, 0.819, 0.295)  -0.0830
H (-2.740, -1.853, -2.308)  0.1104
H (-4.944, -4.300, 0.937)  0.2757
H (4.662, 1.771, 0.179)  0.3729
H (-5.379, -5.986, 2.665)  0.3274
H (2.499, 2.141, -2.572)  0.0925
H (-1.727, 0.507, -2.441)  -1.0374
H (-0.184, -4.568, -2.674)  0.4607
H (-2.681, 3.369, 1.184)  0.2870
H (1.829, 0.733, 5.176)  0.4210
H (4.845, -0.849, -2.198)  0.4623
H (0.956, 0.374, 1.924)  -0.7124
H (1.432, 2.818, -0.626)  -0.2043
H (4.152, 1.652, -2.970)  0.5751
H (1.187, -3.596, -2.091)  0.2399
H (-0.902, -1.085, -3.918)  0.0688

# 2
C12H21AsFeO6S as an isolated structure. Source: OMol25; level of theory: ωB97M-V/def2-TZVPD.

* HOMO level (alpha / beta): -8.85 / -8.84 eV
* orbital gap (alpha / beta): 8.94 / 8.59 eV
* 2S+1: 5

Each line ends with the Mulliken charge.
Atoms and positions in Å:
As (1.782, 0.416, 2.497)  1.0323
Fe (-1.184, 0.099, 1.108)  0.4790
S (-0.152, -0.066, 3.238)  -0.4788
O (0.209, 3.169, -0.695)  -0.7071
O (-1.281, 2.083, 0.554)  -0.8369
O (-0.273, -2.231, 0.887)  -0.1929
O (0.653, 0.141, -0.015)  0.2232
O (1.855, -0.394, -1.782)  -0.7214
O (-2.176, -0.368, -1.025)  -0.5726
C (-0.341, 0.435, -2.211)  -0.1038
C (-2.344, -0.584, -3.341)  -0.9452
C (-1.370, -0.715, -2.152)  -0.1528
C (2.764, 0.634, 4.187)  -1.1917
C (-0.691, -3.569, 0.697)  -0.7675
C (-1.247, 1.626, -1.804)  0.0061
C (2.819, -1.022, 1.659)  -0.9799
C (0.840, 0.059, -1.280)  -0.2972
C (2.100, 2.179, 1.738)  -0.9049
C (-2.583, 0.915, -1.526)  0.0596
C (-3.276, 0.536, -2.840)  -0.9847
C (-0.707, 2.379, -0.546)  0.1120
H (0.172, -4.245, 0.678)  0.3010
H (2.733, -0.297, 4.753)  0.3766
H (2.271, 1.409, 4.774)  0.3715
H (1.725, 2.910, 2.461)  0.3498
H (2.783, -0.936, 0.575)  0.2501
H (-1.325, 2.359, -2.610)  0.5524
H (-1.816, -0.313, -4.254)  0.3485
H (0.410, -2.014, 0.239)  0.1665
H (3.802, 0.919, 4.015)  0.3934
H (-4.272, 0.152, -2.618)  0.3703
H (-1.330, -3.820, 1.543)  0.2732
H (-0.938, -1.707, -2.017)  0.7073
H (-3.368, 1.371, -3.528)  0.4034
H (-3.209, 1.422, -0.792)  0.6471
H (-2.888, -1.513, -3.511)  0.3149
H (2.395, -1.976, 1.977)  0.2484
H (1.609, 2.341, 0.780)  0.1560
H (3.851, -0.957, 2.004)  0.4612
H (0.082, 0.561, -3.208)  0.5644
H (3.177, 2.293, 1.624)  0.4235
H (-1.259, -3.682, -0.231)  0.2460